{
  "formula": "C7H10S",
  "method": "wB97M-V/def2-TZVPD",
  "charge": 0,
  "relative_energy_kcal_mol": 200.6,
  "symbols": ["C", "H", "C", "S", "H", "H", "H", "C", "C", "H", "C", "H", "H", "C", "H", "H", "H", "C"],
  "positions_angstrom": [[0.093, 0.148, -0.043], [-0.559, -0.481, 1.954], [-3.182, -1.450, -0.449], [0.691, -1.373, -0.361], [2.693, -0.149, 1.036], [3.259, -0.806, -0.984], [-0.125, 1.463, 1.974], [-0.402, 0.560, 1.370], [0.435, 1.368, -1.104], [-0.462, 2.161, -0.923], [-2.276, -0.659, -0.071], [0.308, 0.901, -2.207], [2.865, -2.269, 0.755], [2.508, -1.110, 0.168], [1.515, 2.201, -0.825], [-1.854, 1.308, -0.256], [-4.142, -2.207, -0.168], [-1.363, 0.392, 0.134]],
  "nbo_charge": [-0.286, 0.238, -0.267, 0.311, 0.251, 0.243, 0.250, -0.410, -0.612, 0.202, -0.030, 0.245, 0.255, -0.820, 0.209, 0.252, 0.280, -0.309]
}